ORCA calculation (ωB97M-V/def2-TZVPD) on 2 unconnected molecules or ions with the total composition C4H10S2.

Computed properties:
- E_HOMO: -9.23 eV
- Structure (SMILES): C=CC.CSS
- ΔE to the lowest compared entry with this formula, charge and spin: 2.458 eV
- Frontier orbital gap: 9.59 eV
- Total energy: -25978.5263 eV
- Multiplicity: 1

```
16
Properties=species:S:1:pos:R:3:forces:R:3
C -4.694470 0.729825 3.096933 2.753 0.810 -1.004
S -3.003213 1.272659 2.366614 -0.091 -1.730 0.938
S -1.670872 -0.287555 2.993934 -1.340 -0.043 -2.899
H -5.326127 0.502114 2.271610 -0.954 0.684 -0.262
H -4.606386 -0.119006 3.685051 0.676 -2.011 0.743
H -4.769660 1.480809 3.834959 -1.495 1.279 0.132
H -1.408080 0.114423 4.161132 0.455 1.009 2.351
C 3.418363 -1.391659 -2.582008 1.898 2.519 -0.183
C 2.609702 -0.255600 -2.971443 -3.326 2.096 1.203
C 2.126252 0.658894 -2.090423 1.642 -2.224 -0.163
H 3.085213 -2.354232 -2.644823 -0.916 -2.485 -0.948
H 3.701856 -1.225093 -1.582437 0.335 0.039 1.533
H 4.318939 -1.117667 -3.134355 0.507 -1.235 -0.225
H 2.229474 -0.114339 -3.977768 0.701 -0.093 -0.362
H 1.765022 1.576318 -2.416649 -1.134 1.325 -0.597
H 2.223988 0.530108 -1.010325 0.290 0.058 -0.256
```
Positions in Å, forces in eV/Å.

Mulliken atomic charge list, values in e, 8 entries: -0.84, -0.06, -0.20, 0.31, 0.32, 0.33, 0.14, -1.05

ORCA calculation (ωB97M-V/def2-TZVPD) on a gas-phase ion, C5H11N2O (charge +1).

Computed properties:
- E_HOMO: -11.69 eV
- Structure (SMILES): N/C=C/C[C@@H]([NH3+])C=O
- ΔE to the lowest compared entry with this formula, charge and spin: 1.933 eV
- Frontier orbital gap: 8.05 eV
- Total energy: -10383.6724 eV
- Multiplicity: 1
- Total charge: +1

```
19
Properties=species:S:1:pos:R:3:forces:R:3
O 0.477599 1.938753 -2.482973 0.187 0.046 -0.106
C 0.208862 0.992467 -1.798067 -0.387 -0.124 0.134
C 0.244293 1.107716 -0.285070 0.730 -0.279 0.277
C 0.813944 -0.151260 0.408016 -0.662 -0.008 -0.511
C -0.094048 -1.330157 0.140482 0.557 -0.578 -0.196
C -1.146126 -1.661596 0.904565 -0.174 1.113 -0.290
N -2.003340 -2.701273 0.788014 0.312 0.242 0.035
N 1.137102 2.288846 0.014604 0.392 -0.024 0.714
H -0.077069 0.003036 -2.185402 -0.019 0.115 -0.124
H -0.732761 1.326250 0.127069 -0.291 0.130 -0.081
H 0.934776 0.032268 1.478628 0.099 0.057 -0.051
H 1.782788 -0.373511 -0.048621 0.135 0.074 0.294
H 0.246370 -1.978837 -0.661572 -0.164 -0.119 0.085
H -1.446368 -0.899594 1.621834 -0.050 -0.344 0.370
H -1.760084 -3.489103 0.215392 -0.175 -0.104 0.055
H -2.748567 -2.771908 1.453339 -0.031 -0.300 -0.057
H 0.949082 3.125234 -0.539760 -0.335 -0.004 -0.188
H 2.113284 2.045160 -0.167177 0.013 -0.099 -0.182
H 1.100257 2.497513 1.016690 -0.137 0.207 -0.177
```
Positions in Å, forces in eV/Å.

Mulliken atomic charge list, values in e, 8 entries: -0.45, 0.02, 0.04, -1.01, -0.64, -0.01, -0.42, -0.34

ORCA calculation (ωB97M-V/def2-TZVPD) on a molecular structure, C3H10BeF5N2.

Computed properties:
- E_HOMO: -1.72 eV
- Frontier orbital gap: 4.67 eV
- Total energy: -20241.7090 eV
- Multiplicity: 1
- Total charge: -1

```
21
Properties=species:S:1:pos:R:3:forces:R:3
C -1.191680 1.260345 -0.604785 -0.790 -0.289 -1.746
Be 0.347360 0.477794 -0.177076 -1.862 0.856 1.445
N 2.204154 -0.463954 0.808571 0.625 -1.223 0.028
N 1.309418 0.967638 -1.832356 0.617 -0.460 -0.413
H 2.075161 -1.484807 0.732788 0.227 0.631 -0.090
H 0.479814 1.473797 0.761817 1.257 0.697 0.980
H -1.892196 1.550862 0.173296 0.158 0.053 0.339
H -1.748347 0.550875 -1.238998 -0.438 0.094 -0.353
H -1.057354 2.147028 -1.225087 0.131 0.633 -0.247
H 1.629025 0.139184 -2.344529 0.029 0.329 0.131
H 2.109351 1.605883 -1.734445 -0.465 -0.497 0.217
H 0.648798 1.440620 -2.450312 -0.147 -0.158 0.456
H 3.099078 -0.215988 0.401888 0.190 0.009 0.061
H 2.268283 -0.293527 1.816112 -0.328 0.347 -0.516
F 0.196219 -2.035218 1.109222 -0.278 -1.522 0.641
C -0.636095 -1.150226 0.449706 1.170 2.336 -0.575
F -0.925537 -1.743509 -0.776174 -0.683 -1.061 -0.002
C -1.920426 -1.078293 1.313420 0.089 0.524 -0.676
F -2.357126 -2.311723 1.708756 -0.117 0.448 0.151
F -1.649697 -0.352841 2.444056 -0.573 -0.795 -0.887
F -2.988205 -0.483940 0.664130 1.187 -0.952 1.057
```
Positions in Å, forces in eV/Å.

Mulliken atomic charge list, values in e, 8 entries: -0.99, 0.09, -0.61, -0.57, 0.27, -0.40, 0.20, 0.04